{"formula": "C24H46As2F12N6O4", "method": "ωB97M-V/def2-TZVPD", "relative_energy_kcal_mol": 12.7, "lumo_energy_ev": -10.1126, "total_charge": 4, "fmax_ev_per_a": 7.74, "mol_weight_g_mol": 860.49, "species": ["C", "C", "O", "N", "H", "H", "C", "H", "H", "H", "H", "H", "H", "C", "C", "O", "N", "H", "H", "C", "H", "H", "H", "H", "H", "H", "C", "C", "O", "N", "H", "H", "C", "H", "H", "H", "H", "H", "H", "C", "C", "O", "N", "H", "H", "C", "H", "H", "H", "H", "H", "H", "C", "N", "C", "C", "C", "C", "C", "C", "C", "C", "N", "C", "C", "C", "H", "H", "H", "H", "H", "H", "H", "H", "H", "H", "H", "H", "H", "H", "As", "F", "F", "F", "F", "F", "F", "As", "F", "F", "F", "F", "F", "F"], "positions_angstrom": [[-5.8902, -3.3958, -2.2215], [-6.1558, -3.7983, -0.7821], [-6.6889, -2.9905, 0.0763], [-5.7148, -5.1255, -0.3076], [-6.4457, -5.4118, 0.3279], [-5.8899, -5.8188, -1.0209], [-4.2595, -5.1023, 0.2554], [-5.5403, -4.2707, -2.7694], [-5.0940, -2.6531, -2.2711], [-6.7679, -2.9098, -2.6476], [-4.1187, -6.0383, 0.7959], [-4.2829, -4.2562, 0.9422], [-3.4565, -4.9303, -0.4613], [-4.5769, -0.5505, 9.3158], [-3.6105, -0.5438, 8.1667], [-2.7922, -1.4343, 7.9632], [-3.6919, 0.7034, 7.3440], [-3.9213, 1.5902, 7.7696], [-2.7444, 0.9008, 7.0553], [-4.7290, 0.3986, 6.2668], [-5.5594, -0.9209, 9.0233], [-4.5874, 0.4644, 9.7132], [-4.3551, -1.2034, 10.1600], [-5.6660, 0.0770, 6.7215], [-4.3595, -0.3916, 5.6132], [-4.9711, 1.2221, 5.5950], [9.1738, 1.2434, 6.7650], [7.6993, 1.6896, 6.9012], [6.7258, 0.9958, 7.0748], [7.4452, 3.1692, 6.5905], [7.0314, 3.6618, 7.3691], [8.2747, 3.6470, 6.2682], [6.3024, 3.2703, 5.5541], [9.1635, 0.1574, 6.6721], [9.8692, 1.5786, 7.5345], [9.6041, 1.8309, 5.9540], [6.5299, 2.7436, 4.6273], [6.1976, 4.3373, 5.3577], [5.4154, 2.9116, 6.0763], [1.4646, 8.4813, -1.3132], [1.6486, 8.2124, -2.7928], [1.7173, 9.0827, -3.6139], [1.4729, 6.7546, -3.2338], [2.3551, 6.4406, -3.6124], [1.2905, 6.1863, -2.4191], [0.2796, 6.5314, -4.2220], [0.5490, 8.1074, -0.8549], [1.5146, 9.5431, -1.0720], [2.1556, 7.9025, -0.7003], [0.2946, 7.2707, -5.0228], [-0.6287, 6.6141, -3.6252], [0.2923, 5.4700, -4.4695], [-1.9250, -6.4593, -8.0330], [-0.7756, -5.7832, -7.3596], [0.3256, -6.5101, -6.9223], [1.3288, -6.0026, -6.1312], [1.2296, -4.6551, -5.7007], [0.1511, -3.8895, -6.2089], [-0.8337, -4.4824, -7.0235], [2.3020, -4.1616, -4.8355], [2.5018, -4.6727, -3.5887], [3.5632, -4.1287, -2.7705], [4.4166, -3.1906, -3.3541], [4.2005, -2.6889, -4.6125], [3.1919, -3.1808, -5.3410], [5.5204, -2.6367, -2.6263], [-2.5518, -5.8454, -8.6798], [-2.4867, -6.9279, -7.2250], [-1.5640, -7.3365, -8.5699], [0.3176, -7.5495, -7.2157], [2.0689, -6.7028, -5.7730], [0.0910, -2.8400, -5.9612], [-1.6545, -3.9318, -7.4588], [1.7941, -5.4521, -3.3476], [3.7845, -4.4005, -1.7489], [4.8897, -1.9635, -5.0191], [3.0771, -2.7080, -6.3052], [6.4661, -2.6719, -3.1672], [5.8343, -3.3465, -1.8610], [5.2770, -1.6647, -2.1971], [-5.8806, 7.0068, 0.6570], [-4.6777, 6.6245, 1.9885], [-4.6902, 8.2278, -0.0875], [-7.1055, 7.4349, -0.6132], [-7.0284, 5.8381, 1.3920], [-6.5519, 8.2947, 1.7882], [-5.2164, 5.8076, -0.4788], [0.3889, 0.7101, 1.1668], [2.1424, 0.5714, 1.1940], [0.4327, 1.1601, 2.8814], [-1.3393, 0.9021, 1.1525], [0.3027, 0.3047, -0.6176], [0.1520, -1.0107, 1.5780], [0.5621, 2.4676, 0.6195]], "mulliken_charge": [-0.8858, 0.4194, -0.4263, -0.1334, 0.3705, 0.3917, -0.7339, 0.3339, 0.2990, 0.3310, 0.3595, 0.3714, 0.3030, -0.9919, 0.5045, -0.4231, -0.0949, 0.3973, 0.3489, -0.8032, 0.3156, 0.3470, 0.3389, 0.3375, 0.3467, 0.3771, -1.0663, 0.6510, -0.4019, -0.1684, 0.3610, 0.3566, -0.8448, 0.3043, 0.3760, 0.3568, 0.3315, 0.3695, 0.3747, -1.1856, 0.6200, -0.3832, -0.1800, 0.3510, 0.3851, -0.7932, 0.4124, 0.3263, 0.3829, 0.3439, 0.3750, 0.3457, -0.7932, 0.0392, -0.3260, -0.5510, 0.3994, -0.5907, -0.2277, 0.8051, -0.5547, -0.2572, 0.0801, -0.3465, -0.6079, -1.0535, 0.3213, 0.3905, 0.3027, 0.4121, 0.5008, 0.5352, 0.4470, 0.5616, 0.4603, 0.4687, 0.4501, 0.4220, 0.3568, 0.3564, 1.9877, -0.5120, -0.5278, -0.4829, -0.4860, -0.4937, -0.4858, 2.0124, -0.4825, -0.4921, -0.4585, -0.5437, -0.5044, -0.5324]}


{"formula": "C24H46BBeBr2Cl4FInN3O8S", "method": "ωB97M-V/def2-TZVPD", "lumo_energy_ev": -3.9365, "fmax_ev_per_a": 2.30, "mol_weight_g_mol": 991.97, "species": ["C", "C", "Br", "C", "In", "Cl", "B", "O", "N", "C", "C", "C", "C", "C", "N", "C", "C", "H", "H", "H", "H", "H", "H", "H", "H", "H", "H", "H", "H", "H", "H", "H", "H", "H", "F", "C", "C", "C", "C", "C", "C", "H", "H", "H", "H", "H", "C", "N", "C", "C", "C", "C", "O", "H", "H", "H", "H", "H", "H", "H", "H", "H", "H", "H", "H", "H", "H", "Be", "C", "C", "O", "H", "H", "H", "H", "H", "H", "O", "S", "O", "O", "O", "O", "H", "H", "H", "C", "Cl", "Cl", "Cl", "H", "Br"], "positions_angstrom": [[-0.0391, 2.2479, 2.4201], [1.1821, 1.7562, 1.6323], [2.9099, 2.2860, 2.4132], [1.1497, 2.0729, 0.1412], [1.3771, 4.2433, -0.3767], [-0.1543, 4.5988, -2.3449], [3.4423, 4.8258, -1.1523], [4.0703, 5.9695, -0.6508], [4.1082, 4.0002, -2.2072], [4.1124, 4.7846, -3.4653], [5.4968, 3.6558, -1.7981], [0.7170, 5.6785, 1.1810], [0.1637, 6.9176, 0.8474], [-0.2694, 7.8428, 1.7833], [-0.2261, 7.6058, 3.1010], [0.2989, 6.4400, 3.4299], [0.7952, 5.4642, 2.5684], [-0.5480, 3.0808, 1.9343], [0.2436, 2.4923, 3.4431], [-0.7460, 1.4151, 2.4826], [1.1780, 0.6681, 1.7393], [0.2431, 1.6382, -0.3167], [1.9989, 1.5428, -0.3186], [3.7311, 6.7204, -1.1555], [3.1387, 4.7513, -3.9657], [4.3138, 5.8437, -3.2458], [4.8597, 4.4146, -4.1665], [6.2085, 3.9003, -2.5913], [5.8180, 4.1935, -0.9029], [5.5652, 2.5734, -1.6655], [0.0715, 7.1764, -0.2064], [-0.6544, 8.8053, 1.4196], [0.3425, 6.2242, 4.4970], [1.2334, 4.5527, 2.9493], [5.4694, 2.6450, -6.4716], [4.2518, 2.7643, -7.0278], [4.0847, 3.5882, -8.1221], [2.8247, 3.7025, -8.6929], [1.7489, 3.0038, -8.1607], [1.9351, 2.1839, -7.0579], [3.1955, 2.0578, -6.4892], [4.9322, 4.1311, -8.5184], [2.6821, 4.3396, -9.5549], [0.7680, 3.0998, -8.6059], [1.0961, 1.6416, -6.6398], [3.3666, 1.4149, -5.6328], [-1.9091, -2.0397, 1.5939], [-1.6376, -3.2066, 0.6814], [-2.3817, -2.9748, -0.5917], [-2.1404, -4.4571, 1.3214], [-0.1673, -3.3238, 0.3348], [0.7646, -3.5983, 1.4961], [0.6849, -2.5461, 2.4390], [-2.9820, -1.8570, 1.5884], [-1.6024, -2.2899, 2.6003], [-1.3757, -1.1696, 1.2209], [-3.4416, -2.9002, -0.3635], [-2.2091, -3.8186, -1.2564], [-2.0265, -2.0503, -1.0404], [-1.6455, -4.5932, 2.2775], [-1.9360, -5.2981, 0.6615], [-3.2106, -4.3550, 1.4829], [0.1014, -2.3802, -0.1419], [-0.0832, -4.1318, -0.3916], [1.7878, -3.6640, 1.1133], [0.5264, -4.5510, 1.9771], [1.1502, -2.8205, 3.2371], [-2.6382, 8.2760, 1.8704], [-2.9410, -8.4512, 3.8247], [-3.0415, -6.9460, 3.9730], [-3.9772, -6.4060, 3.0253], [-2.6220, -8.7213, 2.8121], [-2.2293, -8.8665, 4.5379], [-3.9141, -8.9181, 3.9917], [-2.0718, -6.4785, 3.7879], [-3.3668, -6.6767, 4.9749], [-4.8331, -6.8135, 3.1995], [-4.7609, -4.1945, 7.3077], [-4.3494, -5.5695, 7.6657], [-4.4354, -5.7231, 9.1272], [-2.9601, -5.8106, 7.2203], [-5.2464, -6.5306, 6.9925], [0.8360, 1.3619, -3.5161], [0.6293, 0.4701, -3.1876], [1.8059, 1.5116, -3.5700], [0.3952, 2.0637, -2.9646], [-4.8667, -8.1983, 0.3073], [-6.5138, -7.6065, 0.5161], [-4.8194, -9.9577, 0.3271], [-4.1606, -7.5706, -1.1958], [-4.2717, -7.8297, 1.1368], [-4.4117, 6.5013, 0.9616]], "mulliken_charge": [-1.1827, 0.4163, -0.1232, -1.3514, 1.0583, -0.5954, 0.0624, -0.5505, -0.0365, -0.8947, -1.0014, 0.2393, -0.1390, -0.4071, -0.5683, -0.5610, 0.0702, 0.3145, 0.3680, 0.2341, 0.2064, 0.1947, 0.4097, 0.2803, 0.2703, 0.2867, 0.2611, 0.3868, 0.2861, 0.2474, 0.3244, 0.3528, 0.3377, 0.2394, -0.3433, 0.1529, -0.5142, -0.3248, -0.6100, -0.2409, -0.1570, 0.4307, 0.3748, 0.3840, 0.3591, 0.4837, -1.1771, 0.2040, -0.8813, -1.3027, -0.4451, -0.6607, -0.4606, 0.3790, 0.3686, 0.6230, 0.3775, 0.3822, 0.3647, 0.4106, 0.3836, 0.4706, 0.4184, 0.3693, 0.3908, 0.4192, 0.2976, 0.3647, -1.2017, 0.2560, -0.4945, 0.3118, 0.4002, 0.2839, 0.2204, 0.0051, 0.2881, -0.5967, 1.3169, -0.5865, -0.6553, -0.6201, -0.2952, 0.4366, 0.4508, 0.2148, 0.8304, -0.1283, -0.1271, -0.1733, -0.4150, -0.4481]}


{"formula": "C24H46BCl2LaN4O4Si", "method": "ωB97M-V/def2-TZVPD", "relative_energy_kcal_mol": 0.0, "lumo_energy_ev": 0.3144, "fmax_ev_per_a": 2.35, "mol_weight_g_mol": 703.37, "species": ["C", "C", "H", "H", "H", "C", "C", "H", "H", "H", "H", "La", "Cl", "C", "O", "N", "C", "C", "H", "H", "H", "H", "H", "H", "H", "H", "H", "C", "C", "N", "H", "C", "O", "H", "H", "H", "H", "H", "H", "C", "C", "N", "H", "C", "O", "H", "H", "H", "H", "O", "C", "C", "C", "H", "C", "H", "C", "H", "C", "C", "H", "H", "H", "Si", "Cl", "C", "C", "C", "H", "H", "H", "H", "H", "H", "H", "H", "H", "B", "C", "N", "H", "H", "H"], "positions_angstrom": [[0.7331, 2.0433, -4.2224], [1.8600, 2.0608, -3.2330], [0.5102, 3.0470, -4.6035], [-0.1746, 1.6326, -3.7611], [0.9904, 1.3972, -5.0787], [2.7664, 3.0509, -3.1371], [2.7262, 4.3448, -3.8827], [3.6572, 2.9493, -2.5073], [1.7333, 4.5486, -4.3091], [3.4647, 4.3645, -4.7048], [2.9845, 5.1759, -3.2028], [-0.6402, 0.0469, 0.1080], [-2.8188, 1.0530, -0.8988], [2.3880, -0.8979, 1.4257], [1.3850, -0.1505, 1.6012], [3.3427, -1.0995, 2.3308], [3.3116, -0.4389, 3.6354], [4.5530, -1.8467, 1.9991], [2.5224, -1.4519, 0.4756], [2.3246, 0.0043, 3.7880], [4.0925, 0.3341, 3.6866], [3.5266, -1.1865, 4.4095], [4.4077, -2.3397, 1.0313], [4.7510, -2.5976, 2.7754], [5.4214, -1.1758, 1.9321], [-2.6491, -3.5015, 3.5657], [-4.0381, -4.6641, 1.5863], [-3.4874, -2.8121, 3.4061], [-4.4141, -3.6850, 1.2565], [-3.7256, -2.6244, 1.9786], [-3.2697, -1.8436, 3.8606], [-3.2461, -1.5595, 1.3375], [-2.4506, -0.7319, 1.8521], [-4.2372, -3.5604, 0.1792], [-3.5752, -1.4629, 0.2849], [-4.3895, -3.2498, 3.8537], [-5.4963, -3.6481, 1.4517], [0.0585, 3.2972, -1.8479], [2.3781, 4.6388, -0.7403], [-0.3653, 3.8764, -1.0104], [1.6601, 4.8809, 0.0596], [0.5876, 3.8912, 0.0980], [-1.3142, 3.4193, -0.7138], [0.4302, 3.1084, 1.1769], [-0.3999, 2.1680, 1.2312], [2.1821, 4.8621, 1.0235], [1.0909, 3.3619, 2.0246], [-0.5216, 4.9127, -1.3455], [1.2470, 5.8827, -0.1286], [0.7868, 0.6584, -1.6186], [1.9528, 0.8188, -2.3512], [3.3830, 1.6460, -0.4053], [3.2139, 0.7770, -1.4836], [2.5452, 2.2915, -0.1089], [4.6081, 1.6776, 0.2702], [2.0599, -0.0081, -3.0839], [4.2131, -0.1348, -1.8210], [4.7541, 2.3997, 1.0868], [5.6291, 0.7967, -0.0987], [5.4380, -0.1005, -1.1490], [3.9982, -0.8490, -2.6233], [6.5832, 0.8319, 0.4255], [6.2340, -0.7781, -1.4577], [-4.9462, 0.6147, -3.1993], [-3.1730, 1.3229, -4.1290], [-5.5893, 1.6086, -1.7179], [-4.7613, -1.2429, -3.0123], [-6.4523, 0.7950, -4.3484], [-4.8127, 1.9817, -1.0313], [-6.2471, 0.9529, -1.1270], [-6.1730, 2.4770, -2.0569], [-6.7683, 1.8445, -4.4254], [-7.3031, 0.2300, -3.9430], [-6.2553, 0.4089, -5.3570], [-3.8309, -1.5156, -2.4980], [-4.7699, -1.7108, -4.0098], [-5.6139, -1.6434, -2.4436], [-0.1350, -3.8589, 2.8104], [-0.3424, -3.0945, 1.4837], [-0.4773, -2.4998, 0.4783], [-0.3889, -3.0760, 3.7149], [1.0348, -4.1989, 2.8400], [-0.8776, -4.8249, 2.8176]], "mulliken_charge": [-1.2697, 0.1080, 0.3274, 0.0442, 0.3313, 0.0701, -1.4903, 0.5893, 0.3316, 0.3278, 0.3230, 1.6780, -0.4713, 0.0606, -0.8293, 0.4339, -0.9432, -0.9706, 0.4125, 0.2390, 0.2982, 0.3396, 0.3038, 0.3679, 0.3148, 0.1583, 0.3374, -0.8177, -1.0145, 0.2318, 0.2339, 0.5170, -0.8962, 0.3558, 0.0974, 0.3564, 0.3190, 0.2723, 0.1639, -1.0807, -0.8122, 0.3999, 0.2886, 0.0378, -0.5072, 0.2958, 0.2882, 0.3874, 0.3565, -0.3384, 0.1519, 0.6784, -0.0441, 0.1608, -0.7185, 0.4051, -0.6153, 0.4061, -0.7523, -0.7836, 0.3659, 0.4387, 0.3774, 0.6870, -0.2906, -0.8973, -0.8486, -1.0998, 0.2223, 0.2818, 0.3278, 0.2865, 0.3001, 0.2992, 0.1354, 0.3554, 0.2917, 0.2768, 0.4383, -0.8621, -0.1570, -0.2054, -0.1691]}


> Which formula does entry 1 have?

C24H46As2F12N6O4